No. 1
The following is a DFT calculation (ωB97M-V with the def2-TZVPD basis set) of a molecular structure, C16H32IrN3OPSSi in a non-equilibrium geometry.

XYZ file:
```
56
Properties=species:S:1:pos:R:3:mulliken_charge:R:1
Ir -0.739 -0.517 -0.397 0.564
Si -0.336 -2.391 -1.696 0.427
P 0.157 0.843 -1.907 0.438
N -2.419 0.051 0.005 -0.395
H 4.270 -0.986 0.188 0.266
C 0.560 2.407 -1.085 -1.058
H 0.841 3.151 -1.840 0.437
H 1.389 2.262 -0.382 0.101
H -0.317 2.768 -0.534 0.285
C 1.668 0.361 -2.788 -0.892
H 1.926 1.165 -3.491 0.437
H 1.499 -0.558 -3.361 0.311
H 2.501 0.204 -2.090 0.083
C -1.072 1.228 -3.191 -1.241
H -0.670 2.007 -3.851 0.439
H -1.994 1.584 -2.717 0.313
H -1.288 0.326 -3.775 0.296
C 1.415 -3.074 -1.493 -0.990
H 1.707 -3.122 -0.438 0.232
H 2.150 -2.482 -2.049 0.229
H 1.398 -4.094 -1.901 0.378
H -1.284 -3.448 -1.221 -0.250
H -0.549 -2.134 -3.158 -0.213
C -3.733 0.035 -0.216 0.410
C -5.931 1.066 0.064 -0.606
C -4.577 1.050 0.345 -0.229
C -4.329 -0.966 -1.051 -0.274
C -5.683 -0.927 -1.335 -0.583
C -6.486 0.083 -0.777 -0.341
H -6.567 1.844 0.496 0.335
H -4.084 1.795 0.976 0.330
H -3.664 -1.734 -1.460 0.261
H -6.121 -1.687 -1.990 0.354
H -7.553 0.105 -1.001 0.341
C 4.722 0.036 0.521 0.553
O 4.307 -0.309 -0.669 -0.530
C 3.830 0.742 1.478 -0.372
H 4.391 1.572 1.929 0.453
H 3.514 0.079 2.297 0.175
H 2.935 1.142 0.991 -0.244
C 6.156 -0.126 0.879 -1.339
H 6.604 0.858 1.048 0.355
H 6.715 -0.621 0.082 0.356
H 6.289 -0.693 1.808 0.302
S 0.732 -0.759 1.288 -0.485
C 0.044 0.107 2.596 0.132
N 0.562 0.068 3.841 -0.127
C -0.204 0.875 4.770 -0.534
C -1.272 1.501 3.885 -0.515
N -1.012 0.935 2.576 0.251
H 1.326 -0.546 4.095 0.236
H 0.432 1.628 5.240 0.287
H -0.641 0.252 5.555 0.305
H -1.186 2.590 3.850 0.297
H -2.283 1.250 4.216 0.309
H -1.618 1.061 1.763 -0.060
```

Calculated values
- 2S+1 = 6
- E_HOMO (spin up / spin down) (eV) = -4.294 / -7.185
- expectation value of S² = 8.804
- total charge = 0
- frontier orbital gap (spin up / spin down) (eV) = 4.48 / 6.49



No. 2
The following is a DFT calculation (ωB97M-V with the def2-TZVPD basis set) of a molecular structure, C17H21N3O4S in a non-equilibrium geometry.

XYZ file:
```
46
Properties=species:S:1:pos:R:3:mulliken_charge:R:1
C 1.169 6.466 0.168 -0.668
H 0.595 6.361 -0.763 0.306
H 0.244 6.499 0.894 0.242
H 1.793 7.310 0.271 0.235
O 1.732 5.401 0.602 -0.395
C 1.228 4.276 0.440 0.739
O 0.176 4.155 0.293 -0.377
S 2.157 2.921 0.676 -0.318
C 1.058 1.597 0.314 -0.142
N 0.956 0.646 1.361 -0.667
C 0.137 -0.381 0.937 1.038
N -0.072 -1.094 2.125 0.186
C 0.845 -0.966 3.559 -0.728
H 1.854 -0.629 2.933 0.233
C 1.046 -2.348 4.017 -0.540
O 0.097 -2.983 4.358 -0.268
C -0.836 -3.175 3.428 -0.704
H -1.727 -3.602 3.689 0.456
C -1.334 -1.906 2.585 -1.254
H -1.811 -1.918 1.741 0.998
H -1.763 -1.095 3.419 0.286
H -0.315 -3.782 2.366 0.263
H 1.786 -2.346 4.770 0.464
H 1.856 -3.035 3.160 0.221
H 0.188 -0.324 3.987 0.587
C -0.493 -0.707 -0.100 0.241
C -0.266 0.349 -0.931 0.968
C 0.434 1.377 -1.043 1.000
C 0.856 2.440 -1.930 -1.001
N 0.988 3.109 -2.723 -0.428
C -1.072 0.011 -2.493 -1.339
H -2.182 0.179 -2.205 0.305
H -0.711 0.709 -3.200 0.619
C -0.644 -1.340 -2.761 1.253
C 0.759 -1.363 -3.468 -1.420
H 0.716 -0.904 -4.610 0.261
H 0.837 -2.408 -3.735 0.490
H 1.715 -1.091 -2.890 0.254
C -1.705 -1.869 -3.932 -1.451
H -1.362 -2.806 -4.424 0.334
H -2.538 -2.040 -3.336 0.474
H -1.538 -1.136 -4.868 0.303
O -0.551 -2.229 -1.782 -0.503
C -1.064 -1.825 -0.437 -1.847
H -0.979 -2.623 0.047 1.093
H -2.260 -1.882 -0.511 0.203
```

Calculated values
- E_HOMO (eV) = -8.123
- total charge = 0
- frontier orbital gap (eV) = 8.13



No. 3
The following is a DFT calculation (ωB97M-V with the def2-TZVPD basis set) of a molecular structure, C20H40CoFO15 in a non-equilibrium geometry.

XYZ file:
```
77
Properties=species:S:1:pos:R:3:mulliken_charge:R:1
Co -0.829 0.394 -2.075 0.462
F 0.279 0.437 -0.380 -0.516
C -2.356 -4.907 -4.350 -1.340
C -1.930 -3.529 -3.740 0.487
O -0.973 -3.829 -2.671 -0.356
C -0.366 -2.882 -1.932 0.604
O -0.173 -1.685 -2.272 -0.283
O -0.032 -3.485 -0.821 -0.348
C 0.663 -2.761 0.166 -0.432
H -1.562 -5.653 -4.324 0.350
H -2.670 -4.782 -5.386 0.369
H -3.140 -5.413 -3.786 0.353
H -2.782 -2.941 -3.398 -0.357
H -1.314 -2.932 -4.412 0.223
H 0.085 -1.999 0.689 0.023
H 1.445 -2.166 -0.306 0.244
H 1.184 -3.358 0.913 0.371
C 0.531 0.848 -7.582 -1.266
C 0.357 1.071 -6.075 -0.068
O 1.612 1.020 -5.414 -0.300
C 1.652 1.006 -4.072 0.857
O 0.691 1.096 -3.313 -0.438
O 2.880 0.787 -3.700 -0.348
C 3.350 0.800 -2.334 -0.598
H -0.387 0.844 -8.169 0.389
H 0.942 -0.138 -7.799 0.313
H 1.235 1.592 -7.955 0.309
H -0.334 0.308 -5.718 0.129
H -0.208 1.969 -5.824 0.333
H 4.119 0.037 -2.215 0.293
H 2.678 0.497 -1.532 0.159
H 4.005 1.633 -2.077 0.342
C -6.109 -1.681 -3.078 -1.304
C -4.846 -0.985 -2.645 0.289
O -4.682 -1.117 -1.265 -0.287
C -3.587 -0.819 -0.562 0.606
O -2.395 -0.766 -0.984 -0.263
O -3.966 -0.772 0.648 -0.336
C -2.993 -0.661 1.679 -0.229
H -6.279 -1.378 -4.111 0.381
H -6.904 -1.241 -2.476 0.353
H -6.053 -2.761 -2.940 0.311
H -4.875 0.032 -3.038 0.300
H -3.997 -1.432 -3.161 -0.117
H -3.039 -1.599 2.233 0.279
H -3.353 0.166 2.291 0.238
H -1.970 -0.486 1.346 -0.099
C 0.164 3.331 2.226 -1.173
C -0.792 2.211 2.751 0.101
O -0.409 2.120 4.098 -0.194
C -1.157 1.544 5.002 0.799
O -2.078 0.831 4.731 -0.596
O -0.809 1.995 6.117 -0.324
C -1.411 1.485 7.304 -0.693
H -0.386 3.509 1.302 0.368
H 1.158 2.985 1.943 0.213
H 0.162 4.232 2.839 0.311
H -0.635 1.267 2.229 -0.179
H -1.862 2.419 2.722 0.495
H -0.691 1.690 8.096 0.232
H -1.650 0.427 7.200 0.332
H -2.330 2.026 7.531 0.286
C 6.446 1.822 5.798 -1.027
C 5.407 2.754 5.186 -0.260
O 4.192 2.064 4.851 -0.289
C 4.157 1.362 3.652 0.586
O 5.114 1.152 2.889 -0.593
O 2.888 0.976 3.383 -0.211
C 2.572 0.144 2.294 -0.741
H 6.433 0.877 5.256 0.296
H 6.285 1.662 6.864 0.284
H 7.456 2.223 5.710 0.330
H 5.818 3.116 4.244 0.293
H 5.215 3.684 5.721 0.361
H 2.355 0.781 1.437 0.235
H 1.646 -0.346 2.596 0.236
H 3.137 -0.725 1.957 0.444
```

Calculated values
- 2S+1 = 5
- E_HOMO (spin up / spin down) (eV) = -4.325 / -9.306
- expectation value of S² = 6.005
- total charge = 0
- frontier orbital gap (spin up / spin down) (eV) = 4.96 / 9.75



No. 4
The following is a DFT calculation (ωB97M-V with the def2-TZVPD basis set) of 10 unconnected molecules or ions with the total composition C33H90N6O10 in a non-equilibrium geometry.

XYZ file:
```
139
Properties=species:S:1:pos:R:3:mulliken_charge:R:1
C -0.858 -0.671 0.435 -1.776
C 0.144 -0.764 1.683 1.337
C 0.386 -2.306 2.009 -1.629
C 1.457 0.019 1.346 -1.164
C 2.439 0.435 2.456 -0.628
C 1.631 1.133 3.516 -1.362
C 0.260 0.380 4.017 1.965
C 0.498 -0.686 5.068 -1.688
C -0.590 1.505 4.545 -2.351
N -0.522 -0.082 2.883 0.229
O -1.683 -0.766 3.162 -0.491
H -1.107 0.365 0.203 0.407
H -0.353 -1.094 -0.434 0.406
H -1.750 -1.270 0.615 0.382
H 0.722 -2.972 1.215 0.407
H 1.145 -2.453 2.778 0.337
H -0.533 -2.671 2.469 0.381
H 2.141 -0.564 0.730 0.406
H 1.288 0.897 0.721 0.379
H 2.935 -0.437 2.881 0.292
H 3.226 1.004 1.961 0.399
H 1.472 2.193 3.317 0.399
H 2.328 1.082 4.352 0.434
H 1.544 -0.979 5.160 0.344
H 0.041 -1.648 4.836 0.318
H 0.015 -0.375 5.995 0.421
H -0.908 2.289 3.857 0.381
H -0.160 2.015 5.407 0.454
H -1.485 1.008 4.920 0.637
H -2.336 -0.063 3.200 0.373
C -5.903 3.340 -5.285 -0.735
O -4.760 2.618 -4.805 -0.299
C -4.235 1.561 -5.617 -0.757
C -5.127 0.389 -6.054 0.624
C -5.907 -0.260 -4.978 -1.391
N -4.417 -0.598 -6.850 -0.663
H -5.650 3.928 -6.167 0.310
H -6.296 4.084 -4.592 0.251
H -6.823 2.760 -5.354 0.261
H -3.787 1.971 -6.522 0.394
H -3.409 1.119 -5.060 0.326
H -5.991 0.776 -6.594 0.137
H -6.491 0.540 -4.524 0.308
H -5.305 -0.668 -4.165 0.361
H -6.666 -0.993 -5.250 0.373
H -3.529 -0.202 -7.122 0.225
H -4.061 -1.353 -6.281 0.277
C 3.341 -8.709 -3.497 -0.698
O 3.827 -8.589 -4.827 -0.318
C 4.628 -9.726 -5.269 -0.631
C 3.822 -10.981 -5.756 0.216
C 4.797 -11.901 -6.510 -1.388
N 2.927 -10.532 -6.785 -0.657
H 2.868 -7.827 -3.065 0.280
H 4.241 -8.891 -2.908 0.298
H 2.718 -9.593 -3.362 0.261
H 4.977 -9.337 -6.226 0.235
H 5.447 -9.831 -4.558 0.445
H 3.284 -11.452 -4.933 0.400
H 5.611 -12.263 -5.882 0.351
H 5.276 -11.350 -7.319 0.301
H 4.381 -12.742 -7.065 0.373
H 2.077 -10.127 -6.421 0.253
H 3.306 -9.798 -7.367 0.279
C -2.762 9.459 -2.304 -0.775
O -2.375 8.399 -1.479 -0.333
C -3.466 7.791 -0.890 -0.775
C -2.978 6.448 -0.241 0.467
C -4.162 5.579 0.282 -1.234
N -2.088 6.681 0.892 -0.612
H -2.036 9.539 -3.113 0.246
H -2.608 10.362 -1.714 0.282
H -3.739 9.461 -2.787 0.339
H -3.928 8.495 -0.198 0.375
H -4.240 7.688 -1.651 0.400
H -2.411 5.902 -0.995 0.223
H -4.806 5.257 -0.536 0.346
H -4.781 5.975 1.087 0.287
H -3.716 4.643 0.617 0.316
H -1.597 7.563 0.932 0.232
H -1.440 5.909 0.833 0.224
C -2.290 6.382 12.243 -0.800
O -0.925 6.097 12.064 -0.317
C -0.726 4.688 11.703 -0.695
C 0.787 4.514 11.405 0.562
C 1.149 3.088 11.083 -1.360
N 1.617 4.965 12.512 -0.759
H -2.385 7.464 12.339 0.289
H -2.713 5.979 13.163 0.307
H -2.954 6.255 11.388 0.297
H -0.823 4.052 12.583 0.328
H -1.376 4.455 10.860 0.376
H 1.070 5.097 10.528 0.250
H 0.830 2.313 11.780 0.340
H 2.230 3.023 10.957 0.344
H 0.728 2.842 10.108 0.336
H 2.585 4.987 12.225 0.236
H 1.216 5.862 12.747 0.266
C 0.673 0.455 -9.015 -0.759
O 0.304 -0.500 -8.062 -0.264
C 0.726 -1.835 -8.330 -0.815
C 1.241 -2.661 -7.158 0.637
C 2.298 -1.845 -6.364 -1.399
N 1.780 -4.073 -7.312 -0.766
H 1.762 0.446 -9.063 0.330
H 0.283 1.373 -8.576 0.226
H 0.373 0.376 -10.060 0.310
H -0.151 -2.174 -8.882 0.348
H 1.552 -1.947 -9.033 0.424
H 0.435 -2.707 -6.425 0.184
H 2.689 -2.404 -5.514 0.406
H 1.898 -0.986 -5.825 0.324
H 3.156 -1.505 -6.945 0.307
H 2.063 -4.521 -6.452 0.251
H 0.994 -4.638 -7.603 0.256
C 5.477 -5.175 2.606 -0.465
O 5.312 -6.574 2.658 -0.513
H 6.518 -4.862 2.683 0.264
H 4.930 -4.664 1.814 0.202
H 5.011 -4.807 3.520 0.203
H 6.130 -7.044 2.479 0.309
C -2.824 -8.603 0.045 -0.448
O -4.097 -9.316 0.208 -0.512
H -1.944 -8.863 0.632 0.233
H -2.531 -8.842 -0.977 0.209
H -3.027 -7.543 0.202 0.212
H -4.826 -8.692 0.221 0.307
C -3.668 7.275 6.442 -0.532
O -3.440 8.090 5.267 -0.484
H -2.819 7.312 7.125 0.246
H -4.441 7.783 7.017 0.231
H -3.842 6.211 6.279 0.250
H -2.842 7.548 4.748 0.281
C 8.300 3.618 -1.248 -0.581
O 8.662 4.149 -2.557 -0.486
H 7.284 3.227 -1.278 0.243
H 8.877 2.767 -0.885 0.258
H 8.303 4.266 -0.371 0.269
H 7.976 4.787 -2.768 0.296
```

Calculated values
- E_HOMO (eV) = -8.215
- total charge = 0
- SMILES string = CC1(C)CCCC(C)(C)N1O.COC[C@H](C)N.COC[C@H](C)N.COC[C@H](C)N.COC[C@H](C)N.COC[C@H](C)N.CO.CO.CO.CO
- frontier orbital gap (eV) = 8.43



No. 5
The following is a DFT calculation (ωB97M-V with the def2-TZVPD basis set) of a molecular structure, C5H8FN in a non-equilibrium geometry.

XYZ file:
```
15
Properties=species:S:1:pos:R:3:mulliken_charge:R:1
C -0.663 -0.207 0.678 0.455
C 0.841 -0.225 0.935 -0.533
C 1.246 0.164 -0.507 -0.566
C -0.771 -0.922 -0.671 -0.401
C -0.837 1.060 -0.156 -0.387
H 1.144 0.506 1.697 0.307
H 1.206 -1.213 1.232 0.305
H 1.780 1.143 -0.547 0.308
H 1.845 -0.589 -1.006 0.326
H -1.784 -0.946 -1.064 0.295
H -0.239 -1.853 -0.829 0.260
H -1.861 1.251 -0.495 0.293
H -0.377 2.042 0.185 0.228
N -0.069 0.299 -1.198 -0.500
F -1.463 -0.509 1.747 -0.391
```

Calculated values
- E_HOMO (eV) = -9.364
- total charge = 0
- frontier orbital gap (eV) = 10.41